# 1
39
Properties=species:S:1:pos:R:3:forces:R:3:lowdin_charge:R:1 method="wB97M-V/def2-TZVPD" spin_multiplicity=1
H 0.044392 -0.874899 0.192209 0.26 0.04 -0.14 0.018
H 0.459874 0.509848 0.661133 -0.07 0.04 0.30 0.020
H -0.758713 0.430136 -4.708091 -0.13 0.01 0.32 0.051
H 0.756783 0.390118 -4.599878 0.09 -0.05 -0.18 0.040
H 1.688183 -2.585445 0.929796 0.09 0.28 0.18 0.027
H 2.876542 -3.082308 0.122968 0.08 0.06 0.01 0.033
H 0.167817 3.486851 2.480605 0.00 -0.13 0.09 0.051
H 0.013858 3.322549 0.977493 -0.14 -0.06 0.00 0.024
H -2.053113 4.326689 0.494531 -0.29 -0.07 0.15 0.028
H -2.115870 4.303605 -1.023879 -0.42 -0.04 -0.30 0.006
H 4.152039 0.810051 2.542801 -0.02 -0.40 -0.14 0.010
H 4.357849 -0.648837 2.169536 -0.21 0.06 0.00 0.034
H 2.601067 1.975433 1.867326 -0.17 -0.17 -0.08 0.036
H 2.738462 1.837273 0.359985 0.16 -0.07 0.06 0.045
H 1.374471 -5.015732 0.553020 -0.10 -0.03 0.00 0.016
H 1.296331 -6.216604 1.481376 -0.08 0.05 0.06 0.039
H -1.607698 -0.084130 -1.946286 -0.21 -0.10 -0.29 0.011
H -0.812330 1.209598 -2.007116 -0.14 -0.23 -0.34 0.019
H -3.447542 -2.367159 -3.116721 0.02 0.15 0.04 0.049
H -2.341047 -2.745250 -2.145764 -0.04 0.03 -0.14 0.029
H -0.984508 3.222333 -2.024084 -0.13 -0.19 -0.13 0.025
H -1.175786 3.753178 -3.435345 -0.06 -0.08 -0.09 0.062
H -1.945885 -1.393072 0.522163 -0.22 0.07 0.12 0.006
H -2.418822 -2.826139 0.341359 -0.07 -0.01 0.18 0.030
H -0.588218 -1.487662 4.524009 -0.03 0.10 0.01 0.034
H -1.204838 -0.401372 3.658101 0.01 -0.01 0.06 0.023
O 0.726175 -0.415832 0.695616 -0.58 0.34 -0.03 -0.044
O -0.040639 0.491874 -4.068132 1.43 -0.08 -1.26 -0.075
O 2.319567 -2.307161 0.256817 0.24 -0.74 -0.24 -0.064
O 0.011601 2.821573 1.800905 0.21 0.12 -0.13 -0.041
O -2.402898 3.815482 -0.243917 0.49 0.26 0.58 -0.058
O 3.769922 -0.066507 2.663724 0.60 -0.72 1.00 -0.081
O 3.237190 1.747864 1.179904 -0.37 1.29 -0.81 -0.069
O 0.863525 -5.377939 1.285640 0.16 0.01 -0.12 -0.056
O -1.550933 0.751315 -2.423569 -1.04 -0.06 1.71 -0.085
O -2.633511 -2.031979 -2.724297 0.06 -0.25 0.10 -0.039
O -1.664197 3.396312 -2.684952 0.41 0.73 -0.32 -0.051
O -2.625546 -2.011457 0.813110 0.22 -0.08 -0.16 -0.038
O -1.083552 -0.662599 4.577905 0.04 -0.08 -0.09 -0.061

# 2
21
Properties=species:S:1:pos:R:3:forces:R:3:lowdin_charge:R:1 method="wB97M-V/def2-TZVPD" spin_multiplicity=1 charge=+1
C 0.532336 0.812309 0.694738 0.70 0.15 -2.07 -0.080
C 1.040337 1.862221 1.417728 -3.96 -0.49 -0.17 -0.099
C -1.667617 -0.532077 -0.638708 2.24 2.11 2.56 -0.271
C 1.544258 0.137679 -0.196510 -0.55 0.56 -1.56 -0.095
C 2.476693 1.974758 1.660644 2.20 -2.26 -2.02 -0.092
C -2.578454 -0.563692 -1.769552 -1.25 -1.31 -0.09 -0.027
N -0.951417 0.199180 -0.007091 0.81 0.92 0.46 0.210
N -1.666623 -2.329915 -0.125935 -0.46 -2.03 -0.57 0.132
H 0.442014 2.681957 1.798026 -0.43 -0.36 0.28 0.117
H 1.146377 -0.206438 -1.167604 -0.13 0.15 0.61 0.089
H 1.874822 -0.701275 0.326595 1.17 -1.59 0.58 0.065
H 2.375974 0.816859 -0.494538 -0.60 -0.57 0.52 0.095
H 2.948067 2.368800 0.747246 -0.12 0.71 0.20 0.101
H 2.919715 0.954628 1.551174 -0.21 0.62 0.80 0.091
H 2.938947 2.438483 2.513060 -0.74 0.43 0.50 0.091
H -1.946629 -0.857863 -2.593452 -0.03 -0.57 -0.58 0.099
H -2.865575 0.435527 -2.012750 -0.58 0.63 0.08 0.091
H -3.465021 -1.291183 -1.630132 1.46 1.42 -0.33 0.130
H -2.205569 -2.429856 0.740202 0.24 0.10 -0.16 0.119
H -0.769626 -2.805413 0.007949 0.08 0.59 0.29 0.113
H -2.123012 -2.964691 -0.821090 0.17 0.80 0.64 0.120

# 3
24
Properties=species:S:1:pos:R:3:forces:R:3:lowdin_charge:R:1 method="wB97M-V/def2-TZVPD" spin_multiplicity=1 smiles="COc1ccc2ccccc2c1C=O"
C 2.464343 -0.772694 -2.698039 0.59 2.75 1.00 -0.031
O 1.120725 -0.177853 -2.560289 2.06 -0.91 -0.37 -0.073
C 0.766339 0.006857 -1.278667 -1.58 1.39 0.60 -0.239
C 1.796387 0.391009 -0.336369 -0.13 0.83 -0.41 -0.020
C 1.449805 0.633630 0.947875 0.62 0.37 0.17 -0.022
C 0.111841 0.536861 1.388835 -0.01 -0.46 1.62 -0.189
C -0.221722 0.555862 2.759600 -0.72 0.38 1.27 -0.040
C -1.504285 0.252482 3.149623 -0.14 0.52 -0.52 -0.079
C -2.443216 0.024746 2.123233 -4.12 -1.86 1.59 -0.085
C -2.204283 -0.204169 0.806381 1.35 1.81 1.62 -0.017
C -0.919225 0.207160 0.534898 1.02 -1.08 -6.45 -0.097
C -0.618487 0.066337 -0.980845 3.66 -0.80 2.13 -0.012
C -1.598832 -0.299111 -2.007982 -0.12 0.05 0.17 -0.204
O -2.748883 0.073050 -1.863258 -0.07 -0.44 -1.23 0.017
H 2.505552 -1.745321 -2.300059 -0.25 -1.36 0.22 0.082
H 2.705111 -0.669163 -3.710412 0.00 -0.49 -1.64 0.069
H 3.339806 -0.200443 -2.206632 -1.75 -0.59 -0.50 0.101
H 2.779835 0.772623 -0.696320 -0.88 -0.97 0.41 0.119
H 2.226265 0.892765 1.682381 -0.44 0.10 -0.37 0.127
H 0.384209 0.930057 3.582627 0.77 -0.39 -0.54 0.114
H -1.809791 0.233821 4.215870 0.20 0.22 -0.97 0.115
H -3.522466 -0.120951 2.406484 1.10 0.06 0.24 0.119
H -2.789520 -0.430588 -0.067280 -0.88 -0.07 0.96 0.096
H -1.269510 -0.956968 -2.891656 -0.29 0.94 0.99 0.152

E_HOMO, record by record: -9.9871, -12.9017, -8.2603 eV
ΔE to the lowest compared entry with this formula, charge and spin, record by record: 4.684, 4.566, 2.037 eV